{
  "formula": "C5H10O",
  "method": "ωB97M-V/def2-TZVPD",
  "symbols": ["C", "C", "C", "C", "C", "O", "H", "H", "H", "H", "H", "H", "H", "H", "H", "H"],
  "positions_angstrom": [[0.903, 0.063, -1.389], [0.999, -0.782, -0.367], [1.803, -0.534, 0.877], [-1.265, 0.429, 0.918], [-2.030, 0.556, -0.373], [-1.413, -0.470, 1.714], [-1.356, 0.882, -1.167], [0.282, -0.157, -2.254], [1.416, 1.024, -1.384], [0.425, -1.711, -0.393], [2.725, -1.125, 0.865], [1.233, -0.819, 1.770], [2.081, 0.524, 0.960], [-0.510, 1.222, 1.107], [-2.819, 1.306, -0.257], [-2.474, -0.410, -0.628]],
  "homo_lumo_gap_ev": 10.72,
  "e_above_lowest_kj_mol": 132.9,
  "homo_energy_ha": -0.3558,
  "charge": 0,
  "max_force_ha_per_bohr": 0.01039,
  "total_energy_ev": -7393.388,
  "lumo_ev": 1.042
}